Below is a 11-piece molecular cluster, C50H131N13O17 overall in a non-equilibrium geometry, with properties calculated with the ωB97M-V functional and the def2-TZVPD basis.

Element x y z (Å)
C: -2.64803 3.98471 -2.04709
O: -2.54646 3.44638 -3.14347
N: -2.27624 3.39692 -0.85223
N: -3.08583 5.25395 -1.95284
H: -2.02351 2.42006 -0.98842
H: -2.60366 3.64669 0.07648
H: -3.24936 5.70780 -2.82789
H: -3.51103 5.70903 -1.17960
C: -4.38884 2.70167 2.70454
O: -3.95179 3.20089 1.69516
N: -4.59814 3.52795 3.78567
N: -4.85972 1.36801 2.79191
H: -4.55358 3.13975 4.73484
H: -4.25341 4.44677 3.62652
H: -4.61876 0.76277 2.04880
H: -4.88555 0.94070 3.71816
C: -5.08822 -1.92716 4.03518
O: -4.11968 -1.14575 4.65410
C: -2.76108 -1.50758 4.46275
C: -1.83289 -0.60974 5.18294
N: -2.06170 -0.66350 6.61791
C: -1.14892 0.15987 7.34639
C: -1.32409 -0.03432 8.84457
O: -2.71254 0.19720 9.13593
C: -2.97970 -0.02490 10.47400
H: -5.16092 -1.93685 2.94314
H: -6.07207 -1.64921 4.33416
H: -4.99469 -2.99809 4.32957
H: -2.51398 -1.34082 3.40274
H: -2.69076 -2.57873 4.67689
H: -1.79554 0.41527 4.84628
H: -0.84598 -1.07175 5.01630
H: -3.05479 -0.44350 6.89685
H: -1.16526 1.18181 7.09315
H: -0.16664 -0.10073 6.98761
H: -0.78539 0.75510 9.41910
H: -1.02965 -1.04003 9.14478
H: -2.38434 0.49920 11.21542
H: -2.80628 -1.09721 10.81627
H: -4.03528 0.09776 10.61399
C: -8.58930 -2.63468 1.02423
O: -7.87434 -2.03337 -0.04627
C: -7.28629 -0.83891 0.41149
C: -6.80578 0.12628 -0.70251
N: -5.80965 -0.52265 -1.63113
C: -5.29188 0.20436 -2.74300
C: -6.12396 0.51163 -3.94025
O: -6.76310 -0.70816 -4.23045
C: -7.76041 -0.74568 -5.21397
H: -8.01470 -2.51468 1.96581
H: -8.85181 -3.67980 0.79952
H: -9.42833 -1.99796 1.19805
H: -6.54042 -0.95369 1.25835
H: -8.08867 -0.25010 0.82180
H: -6.36410 1.04240 -0.37123
H: -7.69822 0.47179 -1.17613
H: -6.18159 -1.40171 -1.99942
H: -4.46370 -0.38209 -3.14878
H: -4.83476 1.22482 -2.43799
H: -5.47982 0.89146 -4.68259
H: -6.82489 1.34234 -3.72403
H: -8.51991 0.02813 -4.88988
H: -8.20463 -1.74849 -4.99772
H: -7.42558 -0.60727 -6.29114
C: 5.42716 1.78457 -6.25287
O: 4.35635 2.53326 -5.76480
C: 3.10038 2.43656 -6.43040
C: 2.21598 3.57082 -5.91957
N: 1.68287 3.44957 -4.58866
C: 2.51595 3.85106 -3.44254
C: 1.62735 3.67974 -2.19217
O: 1.35144 2.33850 -1.77923
C: 1.08530 2.33564 -0.43349
H: 5.69292 2.26713 -7.18180
H: 5.19809 0.69625 -6.42761
H: 6.26793 1.78896 -5.59017
H: 2.60027 1.43615 -6.23117
H: 3.22270 2.58200 -7.51037
H: 1.29800 3.67459 -6.60960
H: 2.87697 4.43872 -6.00917
H: 1.16993 2.60844 -4.37585
H: 2.62894 4.91794 -3.66525
H: 3.43376 3.24741 -3.44667
H: 0.70877 4.25280 -2.40555
H: 2.18645 4.14666 -1.36720
H: 0.24547 2.99729 -0.12667
H: 1.97180 2.57045 0.20158
H: 0.81719 1.32640 -0.13806
C: 10.73823 -2.96571 -1.08038
O: 9.70468 -3.16303 -2.03030
C: 9.00282 -4.39056 -1.89058
C: 7.79507 -4.40023 -2.81723
N: 6.95019 -3.26810 -2.43158
C: 5.69517 -3.11447 -3.17469
C: 5.36143 -1.55718 -3.12107
O: 4.06194 -1.27307 -3.56072
C: 3.65658 0.03975 -3.43526
H: 11.27575 -2.07672 -1.40312
H: 11.49529 -3.82126 -1.16260
H: 10.36502 -2.81276 -0.08485
H: 8.65107 -4.41049 -0.87504
H: 9.63613 -5.25358 -2.08017
H: 7.29825 -5.36995 -2.66484
H: 8.12556 -4.31267 -3.92119
H: 7.49249 -2.41583 -2.68296
H: 4.89921 -3.68136 -2.84744
H: 5.79561 -3.28885 -4.28159
H: 6.01460 -1.12135 -3.87570
H: 5.54465 -1.10935 -2.12126
H: 3.48931 0.45340 -2.41760
H: 2.73092 0.12727 -4.01985
H: 4.41707 0.73519 -3.79008
C: -0.58628 3.66187 2.83424
O: -0.45448 4.14391 4.16909
C: 0.88054 4.10467 4.66827
C: 1.08833 4.87833 5.88723
N: 0.91300 6.25642 5.62835
C: 1.18645 7.31047 6.56692
C: 2.73011 7.49301 6.75270
O: 2.85149 8.65334 7.50961
C: 4.22117 9.10004 7.63482
H: 0.02348 2.78462 2.66581
H: -0.22389 4.37362 2.11056
H: -1.63248 3.41373 2.65958
H: 1.52461 4.41526 3.83616
H: 1.08286 3.08458 4.98000
H: 2.10194 4.57744 6.31248
H: 0.36657 4.48821 6.66055
H: 0.00278 6.33183 5.19291
H: 0.68230 7.04831 7.46174
H: 0.68966 8.19782 6.17598
H: 3.09160 7.69456 5.71041
H: 3.27665 6.63466 7.10811
H: 4.56377 9.39954 6.63562
H: 4.92644 8.32040 7.97641
H: 4.25961 9.85460 8.39220
C: 1.37912 -1.98215 -1.15413
O: 1.99948 -3.19440 -0.89904
C: 3.35446 -3.00447 -0.66026
C: 3.99208 -4.27270 -0.02829
N: 3.67191 -5.43613 -0.80882
C: 3.91122 -6.68811 -0.14357
C: 5.42045 -7.08972 0.20645
O: 5.33217 -8.30099 0.93161
C: 6.29783 -8.58337 1.88493
H: 0.37026 -2.26220 -1.34433
H: 1.72361 -1.50134 -2.09166
H: 1.62286 -1.28725 -0.36929
H: 3.46576 -2.11002 0.01936
H: 3.79576 -2.77351 -1.60867
H: 3.66161 -4.36222 1.02612
H: 5.06014 -3.94228 -0.00159
H: 2.75394 -5.41477 -1.22937
H: 3.62424 -7.55387 -0.75163
H: 3.30489 -6.81375 0.75197
H: 5.98882 -6.38566 0.75474
H: 5.88472 -7.14079 -0.74145
H: 6.67723 -9.63022 1.73174
H: 5.94512 -8.46991 2.92153
H: 7.10464 -7.87671 1.80547
C: -1.72885 0.11727 1.42833
C: -2.74630 0.06591 0.29895
C: -2.04790 -0.47036 -0.97618
O: -1.08154 0.35897 -1.43694
C: -0.93913 0.35852 -2.85029
N: -3.80967 -0.83150 0.68624
H: -2.29463 0.50174 2.29038
H: -0.93999 0.81261 1.12318
H: -1.37305 -0.89243 1.63158
H: -3.10878 1.03515 0.02807
H: -2.81887 -0.63173 -1.71305
H: -1.65685 -1.40314 -0.65278
H: 0.10246 0.46436 -3.03608
H: -1.58092 1.18369 -3.24768
H: -1.31567 -0.57435 -3.28941
H: -3.37902 -1.69981 0.89309
H: -4.44243 -0.95582 -0.09691
C: -1.36305 0.90825 -9.34124
C: -1.81359 1.38508 -7.97644
C: -3.15994 0.83783 -7.66928
O: -3.78689 0.95617 -6.33705
C: -4.11709 2.33045 -6.05550
N: -0.87096 0.81636 -7.01024
H: -0.43821 1.36677 -9.66443
H: -2.15803 1.06583 -10.11063
H: -1.14427 -0.13497 -9.14324
H: -1.86704 2.46506 -7.97606
H: -3.11459 -0.28677 -7.80378
H: -3.92115 1.23493 -8.28927
H: -3.25400 2.95211 -5.81117
H: -4.69462 2.32225 -5.10516
H: -4.88516 2.71871 -6.76542
H: 0.08292 1.15190 -7.02242
H: -1.18914 0.74539 -6.04547
C: 0.89012 -2.39705 2.39234
C: 0.39535 -3.80983 2.67071
C: -0.08770 -4.62178 1.50698
O: -1.29323 -4.05436 1.07386
C: -1.76796 -4.78152 -0.04419
N: 1.41007 -4.53644 3.44021
H: 0.25157 -1.95027 1.67102
H: 1.94261 -2.35081 1.95513
H: 0.81772 -1.90267 3.34809
H: -0.51690 -3.63548 3.27329
H: -0.32630 -5.64033 1.80009
H: 0.62725 -4.65289 0.66344
H: -0.93917 -4.80581 -0.74988
H: -2.67475 -4.36262 -0.44504
H: -1.96018 -5.80622 0.35509
H: 2.15916 -4.01344 3.88663
H: 0.95077 -5.19186 4.04108

The calculation puts the total energy at -3974.1511 a.u. The calculation puts the HOMO-LUMO gap at 8.81 eV. The strongest force on any atom comes out at 0.0747 hartree/bohr. The structure (SMILES) is COC[C@H](C)N.COC[C@H](C)N.COC[C@H](C)N.COCCNCCOC.COCCNCCOC.COCCNCCOC.COCCNCCOC.COCCNCCOC.COCCNCCOC.NC(N)=O.NC(N)=O.